32
Properties=species:S:1:pos:R:3:mulliken_charge:R:1 method="wB97M-V/def2-TZVPD" multiplicity=1 orbital_gap_ev="4.40 / 4.57" homo_energy_ev="0.69 / 1.03" total_energy_ha=-2521.0090 charge=-2
C -0.6938 0.9437 -2.2177 0.581
C -0.8930 -0.4370 -2.4457 0.629
C 0.3809 -1.0933 -2.3949 0.593
C -2.1696 -1.1213 -2.7437 -1.302
C 1.3741 -0.1248 -2.1546 0.314
C 0.7375 1.1687 -2.0691 0.440
C 1.4380 2.3560 -1.8405 -1.370
C -1.7514 1.9660 -2.1917 -1.774
C 0.6193 -2.5309 -2.6244 -1.467
C 2.8296 -0.3273 -2.1042 -1.548
Sn -1.0489 -1.6713 1.5913 0.547
Cl -2.0116 -3.4328 0.7714 -0.374
Cl -2.0853 0.3179 1.0315 -0.403
Cl 1.1951 -1.5572 1.0415 -0.402
H -3.0233 -0.4320 -2.6923 0.357
H -2.3479 -1.9486 -2.0375 0.178
H -2.1473 -1.5567 -3.7573 0.264
H -0.0920 -3.1510 -2.0592 0.247
H 1.6398 -2.7944 -2.3157 0.336
H 0.5170 -2.7745 -3.6948 0.273
H 3.1039 -1.2322 -1.5491 0.346
H 3.3017 0.5326 -1.6182 0.367
H 3.2549 -0.3910 -3.1178 0.198
H 2.3636 2.3009 -1.2606 0.349
H 0.6621 3.0586 -0.4908 0.360
H 1.3050 3.1977 -2.5254 0.234
H -2.6955 1.5814 -1.7788 0.350
H -1.9602 2.3226 -3.2129 0.260
H -1.4440 2.8202 -1.5764 0.379
O 0.1903 3.1238 0.3943 -0.802
H 0.3758 2.2559 0.8007 0.274
Cl -1.0147 -1.6725 3.9007 -0.432